No. 1
{"formula": "C5H8BaLiO3", "method": "wB97M-V/def2-TZVPD", "homo_lumo_gap_ev": [9.1084, 7.9233], "e_homo_ev": [-16.740, -16.751], "multiplicity": 2, "charge": 2, "total_energy_ev": -12340.20407, "e_above_lowest_kj_mol": 0.0, "elements": ["C", "C", "H", "H", "H", "Ba", "O", "Li", "O", "C", "O", "C", "C", "H", "H", "H", "H", "H"], "positions_angstrom": [[1.13, -3.28, 0.61], [1.84, -3.61, -0.49], [1.66, -2.81, 1.45], [0.11, -3.69, 0.73], [1.67, -4.42, -1.21], [2.69, -1.40, -1.84], [-0.31, 1.44, 0.60], [0.76, 2.55, 2.20], [1.40, 0.79, 1.75], [0.63, 0.51, 0.84], [0.76, -0.44, 0.01], [-0.99, 1.56, -0.66], [-2.23, 2.39, -0.42], [-0.33, 2.05, -1.39], [-1.21, 0.56, -1.05], [-2.04, 3.14, 0.35], [-2.49, 2.90, -1.36], [-3.06, 1.76, -0.11]], "lowdin_charge": [-0.029, -0.210, 0.094, 0.110, 0.053, 1.934, -0.066, 0.871, -0.037, -0.790, -0.193, -0.217, -0.047, 0.127, 0.124, 0.086, 0.096, 0.095]}

=====

No. 2
{"formula": "C5H8Br2NO", "method": "wB97M-V/def2-TZVPD", "homo_lumo_gap_ev": 6.0091, "e_homo_ev": -2.650, "multiplicity": 1, "charge": -1, "total_energy_ev": -148937.63978, "elements": ["C", "C", "Br", "C", "Br", "N", "C", "C", "O", "H", "H", "H", "H", "H", "H", "H", "H"], "positions_angstrom": [[2.67, -0.59, 0.26], [1.98, 0.64, -0.21], [3.14, 1.83, -1.13], [0.65, 0.86, 0.02], [-0.05, 2.62, -0.67], [-0.16, 0.11, 0.70], [-1.57, 0.34, 0.82], [-2.34, -0.28, -0.33], [-2.23, -1.71, -0.31], [3.46, -0.38, 1.00], [1.92, -1.23, 0.74], [3.14, -1.16, -0.55], [-1.84, 1.40, 0.92], [-1.91, -0.16, 1.74], [-3.41, -0.05, -0.29], [-1.93, 0.10, -1.28], [-1.29, -1.87, -0.20]], "lowdin_charge": [-0.209, -0.849, 0.547, -0.779, 0.505, -0.075, -0.332, -0.285, -0.106, 0.054, 0.052, 0.051, 0.055, 0.100, 0.105, 0.096, 0.069]}

=====

No. 3
{"formula": "C5H8BrCl", "method": "wB97M-V/def2-TZVPD", "homo_lumo_gap_ev": [6.0324, 8.2105], "e_homo_ev": [-5.368, -10.421], "multiplicity": 3, "total_energy_ev": -87874.49031, "e_above_lowest_kj_mol": 0.0, "elements": ["C", "C", "C", "C", "C", "Cl", "Br", "H", "H", "H", "H", "H", "H", "H", "H"], "positions_angstrom": [[0.01, -1.04, -0.54], [0.39, 0.24, -0.47], [0.96, -2.11, -0.51], [-0.95, 1.69, 1.26], [-0.69, 1.45, -0.28], [-2.24, 1.01, -1.09], [2.15, 0.88, -0.38], [-1.10, -1.40, -0.53], [1.35, -2.34, 0.43], [0.59, -2.99, -0.93], [1.85, -1.84, -1.07], [-1.39, 0.75, 1.68], [-1.60, 2.50, 1.43], [0.11, 1.68, 1.68], [-0.43, 2.44, -0.74]], "lowdin_charge": [-0.273, -0.710, -0.150, -0.129, -0.720, 0.563, 0.803, 0.128, 0.069, 0.061, 0.065, 0.084, 0.047, 0.079, 0.083]}

=====

No. 4
{"formula": "C5H8BrCl2P", "method": "wB97M-V/def2-TZVPD", "homo_lumo_gap_ev": 10.3322, "e_homo_ev": -9.871, "multiplicity": 1, "total_energy_ev": -109690.93747, "e_above_lowest_kj_mol": 87.2, "elements": ["C", "C", "C", "C", "C", "P", "Cl", "Cl", "Br", "H", "H", "H", "H", "H", "H", "H", "H"], "positions_angstrom": [[-0.14, 1.19, 0.20], [0.58, 0.62, -1.06], [-0.88, 0.00, 0.74], [1.18, -0.71, -0.56], [-0.13, -1.30, 0.47], [2.59, -0.39, 0.52], [3.17, -2.38, 0.63], [3.73, 0.30, -1.02], [-1.15, -2.68, -0.37], [0.60, 1.36, 0.99], [-0.66, 2.14, -0.02], [-0.09, 0.56, -1.89], [1.47, 1.38, -1.38], [-1.18, 0.03, 1.86], [-1.97, -0.30, 0.30], [1.12, -1.41, -1.32], [0.40, -1.57, 1.41]], "lowdin_charge": [-0.222, -0.251, -0.302, -0.628, -0.740, 0.270, 0.180, 0.229, 0.716, 0.080, 0.119, 0.102, 0.103, 0.131, 0.116, 0.040, 0.057]}

=====

No. 5
{"formula": "C5H8BrClO", "method": "wB97M-V/def2-TZVPD", "homo_lumo_gap_ev": [7.8139, 8.2377], "e_homo_ev": [-8.609, -8.629], "multiplicity": 1, "total_energy_ev": -89923.88705, "e_above_lowest_kj_mol": 229.1, "elements": ["C", "C", "C", "C", "C", "O", "Cl", "Br", "H", "H", "H", "H", "H", "H", "H", "H"], "positions_angstrom": [[-0.75, 1.18, 0.74], [0.50, 1.74, 1.31], [-0.30, -1.64, -1.75], [-1.12, -0.23, 1.00], [0.38, -0.53, -0.98], [-1.52, 1.86, 0.09], [-2.59, -0.93, 0.64], [2.12, -1.01, -0.18], [1.50, 1.19, 1.44], [0.82, 2.71, 0.85], [0.28, 2.04, 2.37], [-0.69, -2.35, -1.07], [0.45, -2.16, -2.28], [-1.14, -1.33, -2.46], [-0.51, -0.91, 1.58], [0.44, 0.53, -1.30]], "lowdin_charge": [-0.627, -0.066, -0.191, -0.547, -0.515, 0.028, 0.730, 0.622, 0.055, 0.098, 0.100, 0.037, 0.043, 0.113, 0.060, 0.061]}

=====

No. 6
{"formula": "C5H8BrN", "method": "wB97M-V/def2-TZVPD", "homo_lumo_gap_ev": [8.1557, 8.1541], "e_homo_ev": [-7.751, -7.750], "multiplicity": 1, "total_energy_ev": -76842.12842, "e_above_lowest_kj_mol": 402.4, "elements": ["C", "C", "C", "C", "C", "N", "Br", "H", "H", "H", "H", "H", "H", "H", "H"], "positions_angstrom": [[2.27, 2.35, 0.15], [1.83, 1.13, -0.01], [-0.46, 0.54, -0.31], [-0.55, -1.64, 0.48], [-0.48, -0.77, -0.88], [-0.96, 1.59, -0.02], [2.97, -0.40, -0.08], [3.44, 2.56, 0.05], [1.58, 3.12, 0.36], [-1.57, -1.80, 0.74], [-0.27, -1.16, 1.39], [0.01, -2.64, 0.34], [0.47, -1.17, -1.31], [-1.32, -0.81, -1.45], [-1.87, 1.89, -0.34]], "lowdin_charge": [-0.178, -0.674, -0.220, -0.080, -0.178, 0.167, 0.576, 0.094, 0.015, 0.054, 0.055, 0.107, 0.094, 0.079, 0.093]}

=====

No. 7
{"formula": "C5H8BrN", "method": "wB97M-V/def2-TZVPD", "homo_lumo_gap_ev": 10.2936, "e_homo_ev": -9.448, "multiplicity": 1, "total_energy_ev": -76845.42166, "e_above_lowest_kj_mol": 84.6, "elements": ["C", "C", "C", "C", "C", "N", "Br", "H", "H", "H", "H", "H", "H", "H", "H"], "positions_angstrom": [[0.86, 0.99, 0.36], [2.13, 0.41, -0.10], [-0.39, 1.21, -0.51], [-0.40, 0.15, 0.53], [-0.43, -1.31, 0.16], [3.22, 0.62, 0.54], [4.79, -0.13, -0.06], [1.03, 1.72, 1.15], [2.08, -0.24, -0.98], [-0.32, 0.92, -1.55], [-0.92, 2.14, -0.34], [-0.95, 0.36, 1.43], [-1.46, -1.67, 0.18], [0.14, -1.90, 0.88], [-0.03, -1.49, -0.84]], "lowdin_charge": [-0.220, -0.290, -0.066, -0.307, -0.068, -0.454, 0.597, 0.134, 0.106, 0.104, 0.099, 0.133, 0.077, 0.081, 0.073]}

=====

No. 8
{"formula": "C5H8BrN2", "method": "wB97M-V/def2-TZVPD", "homo_lumo_gap_ev": 10.2351, "e_homo_ev": -14.031, "multiplicity": 1, "charge": 1, "total_energy_ev": -78329.17087, "e_above_lowest_kj_mol": 233.5, "elements": ["C", "C", "C", "C", "C", "N", "N", "Br", "H", "H", "H", "H", "H", "H", "H", "H"], "positions_angstrom": [[0.12, -0.38, 1.50], [0.92, 0.72, 1.47], [-0.71, -0.18, -0.72], [-0.21, -1.12, 0.28], [1.47, 1.15, 0.10], [0.01, 0.88, -1.06], [-1.88, -0.39, -1.35], [2.93, 0.05, -0.58], [-0.26, -0.86, 2.38], [1.28, 1.29, 2.31], [0.53, -1.73, -0.11], [-0.99, -1.85, 0.53], [1.65, 2.18, 0.09], [-0.09, 1.32, -1.92], [-2.29, -1.21, -0.92], [-2.48, 0.11, -2.02]], "lowdin_charge": [-0.061, -0.089, -0.344, -0.130, -0.457, 0.168, 0.215, 0.760, 0.125, 0.116, 0.110, 0.140, 0.059, 0.102, 0.123, 0.162]}

=====

No. 9
{"formula": "C5H8BrN4O2", "method": "wB97M-V/def2-TZVPD", "homo_lumo_gap_ev": [6.5428, 5.8673], "e_homo_ev": [-13.361, -12.949], "multiplicity": 1, "charge": 1, "total_energy_ev": -85397.57382, "elements": ["C", "C", "C", "C", "C", "N", "N", "N", "N", "O", "O", "Br", "H", "H", "H", "H", "H", "H", "H", "H"], "positions_angstrom": [[-0.72, 0.18, -0.51], [0.49, 0.86, -0.92], [1.65, -0.78, 1.36], [2.65, -1.80, 1.67], [-3.20, 0.03, -0.36], [-0.64, -0.70, 0.56], [0.42, -0.88, 1.06], [-1.97, 0.48, -0.91], [0.56, 1.88, -1.95], [-0.58, 2.17, -2.34], [1.63, 2.30, -2.31], [1.91, 1.01, 2.23], [1.41, 0.83, -0.36], [3.46, -1.45, 2.20], [3.10, -2.18, 0.82], [2.17, -2.53, 2.26], [-3.76, 0.64, 0.38], [-2.91, -1.02, 0.12], [-3.84, -0.14, -1.15], [-1.85, 1.10, -1.85]], "lowdin_charge": [-0.218, 0.094, -0.517, -0.033, -0.058, 0.212, 0.038, 0.007, -0.363, 0.052, 0.145, 0.824, 0.059, 0.070, 0.089, 0.106, 0.112, 0.130, 0.059, 0.190]}

=====

No. 10
{"formula": "C5H8Cl2O", "method": "wB97M-V/def2-TZVPD", "homo_lumo_gap_ev": 10.4589, "e_homo_ev": -9.682, "multiplicity": 1, "total_energy_ev": -32404.08455, "e_above_lowest_kj_mol": 220.7, "elements": ["C", "C", "C", "C", "C", "O", "Cl", "Cl", "H", "H", "H", "H", "H", "H", "H", "H"], "positions_angstrom": [[1.70, 0.41, 0.14], [0.38, 0.71, 0.70], [2.55, 1.43, -0.72], [-2.00, -0.92, 0.24], [-1.05, -0.57, 1.41], [1.50, 0.72, 1.49], [2.01, -1.27, -0.26], [-0.40, 2.24, 0.28], [2.11, 2.32, -0.93], [2.77, 0.97, -1.72], [3.50, 1.57, -0.24], [-1.80, -1.62, -0.60], [-2.35, -0.07, -0.26], [-2.83, -1.34, 0.69], [-0.39, -1.34, 1.77], [-1.61, 0.15, 1.98]], "lowdin_charge": [-0.858, -0.724, -0.046, -0.141, -0.029, -0.032, 0.690, 0.658, 0.014, 0.085, 0.079, 0.089, 0.040, 0.029, 0.075, 0.070]}

=====

No. 11
{"formula": "C5H8Cl3P", "method": "wB97M-V/def2-TZVPD", "homo_lumo_gap_ev": [7.9009, 7.1550], "e_homo_ev": [-7.821, -7.874], "multiplicity": 1, "total_energy_ev": -52167.39654, "e_above_lowest_kj_mol": 270.7, "elements": ["C", "C", "C", "C", "C", "P", "Cl", "Cl", "Cl", "H", "H", "H", "H", "H", "H", "H", "H"], "positions_angstrom": [[0.74, 0.67, -2.15], [0.94, -0.15, -1.09], [-1.75, -0.79, 0.73], [1.21, 0.30, 0.20], [-1.64, 0.52, 0.14], [1.14, -0.78, 1.63], [-1.67, 0.86, -1.47], [3.11, -1.30, 1.75], [1.04, 0.61, 3.01], [0.90, 0.22, -3.26], [0.61, 1.72, -2.09], [1.00, -1.26, -1.07], [-1.42, -0.85, 1.76], [-0.97, -1.51, 0.25], [-2.75, -1.03, 0.44], [1.33, 1.32, 0.52], [-1.84, 1.46, 0.70]], "lowdin_charge": [-0.138, -0.379, -0.226, -0.447, -0.657, 0.092, 0.805, 0.156, 0.243, 0.123, 0.028, 0.111, 0.030, 0.070, 0.072, 0.042, 0.076]}

=====

No. 12
{"formula": "C5H8ClN3O2", "method": "wB97M-V/def2-TZVPD", "homo_lumo_gap_ev": [7.9915, 7.9924], "e_homo_ev": [-8.601, -8.602], "multiplicity": 1, "total_energy_ev": -26394.31991, "e_above_lowest_kj_mol": 486.0, "elements": ["C", "C", "C", "C", "C", "N", "N", "N", "O", "O", "Cl", "H", "H", "H", "H", "H", "H", "H", "H"], "positions_angstrom": [[-0.25, -0.27, 0.46], [0.78, -1.11, -1.49], [-0.32, -1.16, -0.55], [-2.51, -2.07, -0.09], [0.68, 3.08, 0.68], [1.87, -0.43, -1.41], [1.07, 0.88, 0.29], [2.18, 0.34, -0.30], [-1.26, -2.08, -0.85], [1.03, 1.81, 1.33], [3.21, -0.96, 0.91], [-0.63, -0.16, 1.49], [0.65, -1.73, -2.27], [-3.12, -2.89, -0.62], [-2.93, -1.16, -0.33], [-2.25, -2.30, 0.93], [-0.18, 2.96, 0.08], [1.61, 3.51, 0.23], [0.36, 3.73, 1.50]], "lowdin_charge": [0.157, -0.058, -0.320, -0.011, -0.041, 0.022, -0.159, -0.300, -0.092, -0.142, 0.203, 0.114, 0.087, 0.128, 0.063, 0.093, 0.061, 0.108, 0.087]}

=====

No. 13
{"formula": "C5H8ClNO", "method": "wB97M-V/def2-TZVPD", "homo_lumo_gap_ev": 10.4063, "e_homo_ev": -9.472, "multiplicity": 1, "total_energy_ev": -21371.56043, "e_above_lowest_kj_mol": 361.4, "elements": ["C", "C", "C", "C", "C", "H", "H", "H", "H", "H", "H", "H", "H", "N", "O", "Cl"], "positions_angstrom": [[0.33, -0.98, 0.77], [-1.03, -0.22, 0.96], [-1.02, 0.94, -0.18], [1.33, 0.42, -1.48], [0.59, -0.57, -0.66], [1.34, 0.48, 1.39], [0.22, -2.04, 0.95], [-1.06, 0.16, 1.96], [-1.38, 1.88, 0.25], [-1.70, 0.64, -1.01], [2.30, 0.74, -1.16], [1.11, 0.44, -2.55], [-0.17, -1.10, -1.28], [0.38, 0.88, -0.47], [1.23, -0.43, 1.70], [-2.47, -1.23, 0.81]], "lowdin_charge": [-0.353, -0.611, -0.179, -0.033, -0.212, 0.088, 0.135, 0.091, 0.109, 0.110, 0.102, 0.117, 0.144, -0.104, -0.021, 0.616]}

=====

No. 14
{"formula": "C5H8CoN2O4S5Se", "method": "wB97M-V/def2-TZVPD", "homo_lumo_gap_ev": [6.9963, 6.5478], "e_homo_ev": [-4.763, -5.800], "multiplicity": 5, "charge": -1, "total_energy_ev": -173636.02660, "e_above_lowest_kj_mol": 13.2, "elements": ["Co", "S", "C", "S", "C", "C", "S", "S", "S", "N", "C", "C", "N", "H", "H", "H", "H", "H", "H", "H", "H", "O", "Se", "O", "O", "O"], "positions_angstrom": [[-0.15, -0.12, 0.30], [-4.17, 3.51, -4.39], [-3.16, 2.75, -3.35], [-2.25, 1.34, -3.76], [-1.37, 1.13, -2.27], [-1.65, 2.10, -1.28], [-0.94, 2.20, 0.22], [-2.83, 3.30, -1.75], [-0.26, -0.13, -2.15], [0.92, -2.08, 0.46], [2.28, -1.83, 0.93], [2.86, -0.62, 0.22], [1.98, 0.52, 0.47], [0.34, -2.50, 1.18], [0.88, -2.66, -0.37], [2.94, -2.69, 0.80], [2.21, -1.62, 2.00], [2.89, -0.80, -0.85], [3.89, -0.45, 0.57], [2.23, 1.34, -0.07], [1.96, 0.77, 1.45], [-2.02, -2.12, 3.15], [-1.79, -0.69, 2.40], [-1.97, -0.86, 0.72], [-0.14, -0.30, 2.39], [-2.68, 0.54, 2.96]], "lowdin_charge": [0.236, 0.508, -1.531, 0.887, -1.140, -1.125, 0.726, 0.901, 0.627, -0.013, -0.245, -0.248, -0.034, 0.087, 0.093, 0.108, 0.116, 0.109, 0.106, 0.085, 0.090, -0.506, 0.766, -0.551, -0.558, -0.495]}